1.
Formula: C9H17IN2O3
Source: the Open Molecules 2025 dataset
Level of theory: ωB97M-V/def2-TZVPD

```
32
Properties=species:S:1:pos:R:3:forces:R:3
C -2.333941 1.240478 -2.840748 0.3 -0.1 -0.4
C -0.966362 1.183938 -2.191311 -0.8 -0.4 0.1
C -0.090918 2.393730 -2.383724 -0.2 0.2 0.4
N -0.549185 0.196646 -1.513052 2.2 0.5 -0.6
C -0.551279 -1.160522 -1.964130 -1.6 -0.1 0.2
O 0.592049 -1.375655 -2.769784 0.1 0.1 0.2
O -0.535726 -2.070323 -0.920431 0.1 0.1 0.0
C 0.097805 -1.669406 0.282003 0.1 -0.2 0.3
C 1.592977 -1.388185 0.134311 -0.1 -0.1 0.3
O 2.031460 -0.586746 1.241449 0.0 0.0 -0.1
C 2.816049 -1.207153 2.170418 0.3 0.4 -0.1
I 1.689492 -2.339852 3.651803 0.1 -0.2 0.0
H -2.987600 0.459534 -2.461612 0.0 0.0 -0.1
H -2.264355 1.176086 -3.930855 0.0 0.0 0.0
H -2.772106 2.215792 -2.623180 0.0 0.0 0.1
H -0.551976 3.119200 -3.053073 0.0 0.0 0.1
H 0.131652 2.875294 -1.430279 0.0 0.0 0.0
H 0.852558 2.060710 -2.816032 0.0 0.0 0.1
H -1.442741 -1.394976 -2.566594 0.0 -0.2 0.0
H 0.370589 -1.119547 -3.668729 0.0 0.0 -0.1
H -0.400544 -0.818456 0.752123 0.1 0.2 -0.3
H -0.032718 -2.513945 0.957628 -0.1 0.0 0.0
H 1.801189 -0.833693 -0.774868 0.0 0.0 0.0
H 2.138077 -2.335126 0.149710 0.1 0.0 -0.2
H 3.329479 -0.447248 2.750218 -0.1 0.0 0.1
H 3.549190 -1.891066 1.743604 -0.2 -0.2 0.0
C -0.577011 0.830886 3.739851 0.1 -0.1 -0.1
C -1.603929 1.452660 4.564106 0.0 0.0 0.0
N -2.413558 1.942764 5.213049 0.0 0.0 0.0
H -0.132797 -0.025252 4.246657 -0.1 0.1 0.0
H -1.000259 0.485594 2.797936 -0.1 0.0 0.0
H 0.214440 1.543841 3.513537 0.0 0.0 0.0
```
Positions in Å, forces in eV/Å.

For the frontier orbital gap, the calculation gives 9.4 eV. As for the structure (SMILES): CC(C)=N[C@@H](O)OCCOCI.CC#N. The calculation puts the relative energy (zero: lowest compared OMol25 entry of this formula, charge and spin) at 0.0 kcal/mol.


2.
Formula: C17H34B3Cl6FKNaO5
Source: the Open Molecules 2025 dataset
Level of theory: ωB97M-V/def2-TZVPD

```
68
Properties=species:S:1:pos:R:3:forces:R:3
C -3.212889 4.559010 0.724697 0.4 -0.2 0.2
C -3.450008 3.095490 1.099634 0.5 0.5 -0.1
C -2.130648 2.386982 1.440876 -0.9 -0.2 0.0
C -2.273893 0.856089 1.372443 0.5 0.2 -0.3
C -1.863241 0.251381 0.009436 0.2 0.2 0.2
C -0.829387 -0.889887 0.137525 -0.2 0.5 -0.5
C 0.593201 -0.391436 -0.136930 0.4 -0.1 0.2
C 1.682120 -1.191154 0.587772 0.1 0.0 -0.3
C 3.032880 -1.207842 -0.130998 -0.3 0.1 0.1
C 3.690362 0.148976 -0.359686 -0.4 0.0 -0.7
C 3.226599 0.967026 -1.580391 0.2 -0.1 0.1
C 3.147037 0.205205 -2.921053 0.3 0.7 -0.2
C 4.074307 0.801847 -4.017106 -0.4 -0.1 0.1
B 3.392987 0.967911 -5.409811 0.2 0.2 0.1
O 2.344400 0.147168 -5.828657 0.4 -0.3 -0.1
B 2.287014 -0.175177 -7.173067 0.1 0.0 0.0
O 2.905855 0.678921 -8.063690 -0.7 0.2 0.1
B 3.129402 1.908685 -7.476269 0.4 -0.1 -0.1
F 2.600116 2.997479 -7.999864 0.3 0.1 -0.2
O 3.822621 1.954727 -6.291358 -0.5 -0.1 0.1
H -2.736156 5.073946 1.563162 -0.2 0.1 0.0
H -2.498621 4.617565 -0.100997 -0.2 0.1 -0.1
H -4.131093 5.079061 0.456421 0.0 0.0 0.0
H -3.937008 2.590300 0.260993 -0.1 -0.1 0.1
H -4.062009 3.069877 1.999561 -0.3 -0.2 -0.2
H -1.865801 2.670252 2.463228 0.2 0.2 -0.1
H -1.365124 2.727689 0.736376 0.2 0.0 0.2
H -1.610451 0.427400 2.127990 -0.2 -0.1 0.1
H -3.303803 0.578522 1.609275 0.1 -0.1 0.2
H -1.383209 1.058069 -0.553844 -0.1 -0.1 -0.2
H -2.720290 -0.064246 -0.586241 -0.1 0.0 0.2
H -1.064552 -1.641738 -0.618188 0.1 -0.3 0.3
H -0.879952 -1.332856 1.132740 -0.1 -0.2 -0.1
H 0.808524 -0.441250 -1.208069 -0.2 0.1 0.0
H 0.687692 0.673276 0.136501 -0.2 -0.1 -0.1
H 1.352556 -2.229921 0.693082 0.0 0.0 0.1
H 1.833362 -0.808953 1.605630 -0.2 -0.2 0.1
H 2.923800 -1.790091 -1.048047 0.2 0.1 0.0
H 3.706424 -1.766785 0.518909 -0.8 0.5 0.2
H 4.782548 0.079583 -0.370813 0.0 -0.2 0.0
H 3.458927 0.731679 0.515989 0.8 -0.6 -0.5
H 3.931475 1.796534 -1.692247 0.0 0.0 0.0
H 2.260887 1.432538 -1.368002 0.0 -0.1 -0.1
H 3.428782 -0.837492 -2.798949 -0.3 -0.1 0.1
H 2.119312 0.268229 -3.279676 0.0 -0.4 0.1
H 4.934422 0.135438 -4.146803 0.1 0.2 -0.1
H 4.469009 1.776426 -3.722858 0.1 -0.1 0.0
H 1.732341 -1.149911 -7.552434 0.0 0.0 0.0
K 2.626061 1.941322 1.820142 -0.5 0.9 1.1
C -1.555638 -2.870511 3.923223 0.1 0.0 -0.1
Cl -2.912126 -2.695221 2.807289 -0.1 0.0 0.0
Cl -0.208268 -3.696924 3.148457 0.0 0.1 0.1
Cl -1.040325 -1.293153 4.532601 0.0 0.0 0.1
H -1.886949 -3.465642 4.763824 0.0 0.0 0.0
C -0.333821 -7.265193 0.731503 0.1 0.0 0.0
Cl -1.186820 -6.916058 2.232925 -0.1 -0.1 0.0
Cl 0.725738 -5.923136 0.284189 0.0 0.0 0.0
Cl 0.579726 -8.766253 0.856481 0.0 0.0 0.0
H -1.069224 -7.384433 -0.052764 0.0 0.0 0.0
O -4.240747 2.927784 4.345958 0.9 -0.6 -0.3
C -4.937667 2.184553 4.999614 -3.1 4.2 0.7
C -4.007038 0.367539 4.946285 2.4 -3.1 -0.5
O -4.745918 -0.327416 5.599860 -0.6 0.3 0.3
H -5.941291 1.913135 4.624739 0.4 -1.0 -0.5
H -5.016920 2.334350 6.091391 0.9 -0.8 0.2
H -3.048811 0.728211 5.357237 -0.3 0.6 0.3
H -3.964694 0.281405 3.846451 -0.5 0.4 -0.1
Na 5.123902 -2.868905 0.384404 1.1 -0.7 0.1
```
Positions in Å, forces in eV/Å.

For the frontier orbital gap, the calculation gives 1.9 eV.


3.
Formula: C9H7IN3
Source: the Open Molecules 2025 dataset
Level of theory: ωB97M-V/def2-TZVPD

```
20
Properties=species:S:1:pos:R:3:forces:R:3
C 3.325606 1.848480 -0.412788 0.6 2.4 -1.4
C 0.873119 -0.829669 -0.474857 -0.2 0.7 0.4
C 1.322564 0.254846 0.187168 2.9 0.1 0.6
C -0.850030 0.191388 0.463860 0.9 0.3 -0.9
C -2.154591 0.514981 0.681560 0.0 0.9 1.2
C -3.157482 -0.172017 0.106581 -0.5 -1.3 -0.5
C -2.856828 -1.301498 -0.716128 0.5 2.0 1.7
C -1.550913 -1.582950 -0.877918 0.5 -2.8 -2.0
C 3.572969 0.925139 0.620426 -3.2 -2.2 -2.8
N 3.225364 2.666224 -1.240161 0.1 -1.4 1.3
N -0.525374 -0.875761 -0.295110 -0.2 0.6 -0.6
N 0.281278 0.960812 0.693611 -1.0 -0.7 2.0
I 4.622282 -0.768235 0.209477 0.5 -0.3 -0.1
H 1.396747 -1.441457 -1.135574 0.5 -1.2 -0.7
H -2.192520 1.315330 1.383877 -1.1 0.7 0.2
H -4.177370 0.071560 0.274306 -0.6 0.3 0.2
H -3.621619 -1.913484 -1.122305 -0.4 -0.3 -0.5
H -1.399653 -2.477721 -1.568050 0.9 1.4 1.2
H 3.502891 1.133625 1.626939 -0.2 0.9 1.9
H 0.363569 1.480411 1.595090 -0.1 -0.3 -1.3
```
Positions in Å, forces in eV/Å.

For the frontier orbital gap, the calculation gives 7.8 eV. The calculation puts the relative energy (zero: lowest compared OMol25 entry of this formula, charge and spin) at 0.0 kcal/mol. Its total charge is +1.


4.
Formula: C4H6O2
Source: the Open Molecules 2025 dataset
Level of theory: ωB97M-V/def2-TZVPD

```
12
Properties=species:S:1:pos:R:3:forces:R:3
O 2.375130 -0.849878 0.164001 -0.4 0.4 0.2
C 1.625909 -0.028615 0.634401 0.3 -0.2 -0.2
C 0.479882 0.607309 -0.130138 0.2 0.1 -0.1
C -0.436426 -0.354178 -0.894476 0.0 -0.1 -0.1
C -1.383668 -0.122258 0.290829 -0.3 -0.2 0.0
O -0.578280 0.977919 0.763530 0.0 0.1 0.1
H 1.727215 0.335344 1.679687 0.0 -0.1 -0.1
H 0.875147 1.465456 -0.691586 0.0 -0.1 0.1
H -0.056025 -1.360532 -1.079365 0.0 0.2 0.1
H -0.814212 0.082813 -1.820743 0.1 -0.1 0.1
H -1.406699 -0.936241 1.026962 0.0 0.1 -0.1
H -2.407970 0.182865 0.056896 0.2 0.0 0.1
```
Positions in Å, forces in eV/Å.

For the frontier orbital gap, the calculation gives 10.5 eV. The calculation puts the relative energy (zero: lowest compared OMol25 entry of this formula, charge and spin) at 44.3 kcal/mol.


5.
Formula: C9H11NOS
Source: the Open Molecules 2025 dataset
Level of theory: ωB97M-V/def2-TZVPD

```
23
Properties=species:S:1:pos:R:3:forces:R:3
C 1.543434 -0.812498 1.471953 1.2 -1.5 2.4
C 1.736481 -0.345713 0.210061 -2.0 0.6 -1.2
C -0.769446 -0.726925 1.332525 0.2 0.0 0.2
C 0.315406 -1.086458 2.115622 -0.2 0.5 -1.5
C 0.486910 -0.008829 -0.429334 1.9 0.0 -0.6
C 0.489821 0.590656 -1.813730 0.3 1.4 -0.6
C -0.858345 0.577758 -2.469494 0.7 -0.2 -0.1
C 0.223867 -1.774841 3.450363 1.3 1.2 -1.6
C -1.258439 1.683276 -3.367928 2.1 3.4 4.5
N -0.702138 -0.226940 0.109291 1.2 0.7 -0.5
O 0.001519 -2.003379 -2.508635 0.0 -0.1 -0.3
S 0.268274 -0.705182 -3.170247 0.0 0.5 0.8
H 2.402573 -1.094462 2.094374 0.0 0.1 -0.4
H 2.716957 -0.302842 -0.314963 -1.0 0.2 0.6
H -1.787608 -0.740766 1.603712 -1.0 -0.7 1.1
H 1.212807 1.502477 -2.092623 -1.6 -2.3 0.8
H -1.619199 0.056543 -1.932162 -0.3 -0.2 0.5
H 1.120221 -2.315062 3.625988 0.5 -1.3 0.0
H 0.262245 -1.097158 4.224919 0.1 2.2 1.7
H -0.675447 -2.242342 3.654091 -1.6 -1.6 -0.2
H -0.421632 1.839838 -3.952932 1.7 0.9 -1.6
H -1.467842 2.749866 -2.799023 0.4 -2.8 -1.2
H -2.021979 1.462773 -3.946055 -3.9 -1.0 -2.7
```
Positions in Å, forces in eV/Å.

For the frontier orbital gap, the calculation gives 9.4 eV. The calculation puts the relative energy (zero: lowest compared OMol25 entry of this formula, charge and spin) at 66.2 kcal/mol.


Q: What is the frontier orbital gap in the fifth record?
A: 9.4 eV


Q: Among the records above, which one has the highest frontier orbital gap?
A: C4H6O2